Entry from the OMol25 dataset: a single C6H15NO4S molecule (wB97M-V/def2-TZVPD).

The geometry in XYZ format:
```
27
Properties=species:S:1:pos:R:3:forces:R:3
C 3.250061 -1.151153 0.387390 0.0 0.1 0.1
O 3.258052 -0.348572 -0.768330 0.0 -0.1 -0.2
C 1.966334 0.026029 -1.205274 0.0 0.1 0.1
C 1.521763 1.355143 -0.588729 0.0 0.0 0.0
N 0.070580 1.521476 -0.616734 0.1 0.1 0.1
C -0.587337 1.370767 0.675689 0.0 -0.1 -0.1
C -0.696607 -0.094894 1.085974 0.0 0.0 0.0
C -1.602482 -0.980930 0.223037 0.0 -0.1 0.0
S -3.170389 -0.256706 -0.187851 0.0 0.0 0.1
O -3.026815 0.778184 -1.155795 0.0 0.0 0.0
O -3.901450 -0.032470 1.027986 0.0 0.0 -0.1
O -3.861474 -1.499003 -0.926241 0.0 0.1 0.0
H 4.266839 -1.504995 0.546893 0.0 0.0 0.0
H 2.590230 -2.018679 0.263590 0.0 0.0 0.0
H 2.931303 -0.592941 1.276994 0.0 0.0 0.0
H 2.006189 0.100308 -2.292881 0.0 0.0 0.0
H 1.231203 -0.750604 -0.962944 0.0 0.0 0.0
H 1.987236 2.170149 -1.145818 0.1 0.0 0.0
H 1.918297 1.412270 0.434921 -0.1 0.0 0.0
H -0.165014 2.425206 -0.997544 -0.1 -0.1 -0.1
H -1.580046 1.813109 0.600412 0.0 0.0 0.0
H -0.054474 1.904496 1.476934 0.0 0.0 0.0
H 0.303874 -0.534035 1.046519 0.0 -0.1 0.1
H -1.020979 -0.164639 2.125676 -0.1 0.1 0.0
H -1.883859 -1.877283 0.777551 0.1 0.0 -0.1
H -1.140967 -1.285837 -0.716118 0.0 0.2 0.0
H -4.610070 -1.784396 -0.385306 0.0 0.0 0.1
```
Positions in Å, forces in eV/Å.

## Properties
- Gap between HOMO and LUMO: 9.578 eV
- Maximum force: 0.22 eV Å⁻¹
- SMILES string: COCCNCCCS(=O)(=O)O
- 2S+1: 1
- Electronic energy: -991.48072 a.u.
- E_LUMO: 0.5 eV